# 1
{"formula": "C46H116AsF12N8O11S2", "method": "wB97M-V/def2-TZVPD", "elements": ["H", "H", "C", "C", "F", "H", "N", "O", "F", "H", "C", "O", "H", "C", "H", "H", "O", "H", "C", "H", "O", "H", "H", "F", "H", "H", "H", "C", "H", "H", "H", "H", "H", "H", "C", "H", "H", "H", "H", "H", "N", "H", "C", "C", "H", "H", "H", "C", "H", "F", "H", "S", "C", "C", "H", "H", "F", "H", "C", "C", "H", "H", "N", "C", "H", "C", "H", "H", "H", "N", "C", "H", "C", "H", "C", "H", "H", "C", "H", "H", "O", "H", "H", "H", "N", "F", "H", "H", "H", "H", "C", "H", "C", "F", "H", "H", "H", "H", "H", "H", "C", "C", "H", "H", "H", "H", "H", "F", "H", "H", "C", "C", "N", "C", "H", "N", "H", "C", "C", "H", "O", "C", "C", "H", "H", "H", "H", "C", "H", "C", "H", "H", "H", "C", "N", "H", "C", "C", "As", "F", "C", "O", "C", "C", "H", "H", "H", "H", "H", "S", "H", "F", "H", "H", "H", "O", "H", "H", "H", "H", "H", "H", "F", "H", "H", "C", "C", "H", "H", "C", "C", "H", "H", "H", "H", "H", "H", "O", "H", "H", "F", "H", "C", "O", "H", "H", "H", "H", "H", "C", "H", "H", "H", "H", "O", "C"], "coordinates": [[2.617, 11.401, 5.943], [5.989, 5.783, -7.240], [2.021, 10.867, 1.861], [2.811, 9.806, 4.479], [-2.188, 0.721, 1.366], [-4.011, 5.138, 9.975], [4.243, 4.534, -4.443], [9.848, -1.506, -3.501], [-0.712, 7.522, -1.972], [0.177, 8.005, 3.199], [-2.729, 9.106, 3.563], [-2.178, 0.291, -1.561], [-6.192, -3.864, -0.166], [-5.763, 2.958, 7.976], [3.498, 5.098, -6.256], [10.379, 0.842, -2.533], [-4.750, 6.747, 11.015], [9.495, -2.073, -5.588], [-8.176, 3.321, 10.116], [1.588, 11.329, 0.974], [1.753, -5.269, 5.173], [2.346, 9.982, 1.316], [8.220, -0.427, -2.556], [2.380, -1.972, -3.356], [10.313, -2.886, -0.893], [4.160, -1.533, 5.097], [5.091, 4.382, -3.917], [-1.107, 9.664, 5.138], [-8.738, 3.965, 10.792], [10.950, 1.015, -0.835], [-8.299, -6.800, -3.483], [3.649, 5.297, -4.152], [3.357, -9.291, -13.919], [-7.939, -7.611, 1.934], [-7.206, 3.481, 13.068], [-1.339, -11.371, -10.151], [-6.465, 5.449, 9.252], [0.286, -8.674, -9.184], [-4.535, 4.982, 11.721], [-3.081, 9.261, 2.543], [1.324, 9.692, 4.039], [-4.711, -4.074, -1.100], [-4.639, -5.288, 2.414], [-6.413, -4.603, -2.280], [9.278, -0.753, -0.356], [-6.011, -7.351, -1.570], [-6.533, 1.860, 11.667], [4.771, 3.275, -6.636], [0.881, -3.258, 4.325], [-1.943, 2.649, 0.303], [-1.239, 8.627, 5.448], [-0.893, 0.623, -0.971], [9.890, -0.814, -1.256], [1.216, 8.245, 3.423], [1.735, 8.221, 2.465], [5.184, 6.630, -5.892], [2.395, 0.013, -2.504], [2.161, -11.300, -11.817], [-5.147, -7.099, -0.956], [-6.203, 5.061, 10.236], [-0.666, -9.946, -12.260], [-3.717, -5.129, 2.973], [-0.208, -0.671, -0.453], [-7.018, -7.427, 1.382], [4.818, 3.382, -7.720], [3.276, 11.106, 5.125], [2.650, -3.897, 6.309], [-5.506, 3.996, 7.767], [-7.466, -5.660, -4.459], [1.368, -9.418, -11.624], [-8.113, -5.731, -3.585], [1.597, 7.510, 4.132], [1.618, -6.311, 6.177], [0.050, -12.023, -10.681], [-1.417, 1.503, 0.659], [-0.632, -8.958, -10.996], [4.141, -10.770, -13.278], [2.207, -9.199, -10.253], [5.631, 2.736, -6.237], [2.210, -7.213, 6.022], [0.113, -2.999, -1.481], [11.585, -2.113, -1.473], [-3.538, 6.995, 12.826], [3.866, -4.701, 5.541], [10.796, -1.999, -0.854], [2.800, -1.663, -1.172], [-7.014, 5.528, 10.795], [2.970, 8.840, 4.959], [2.707, 0.707, -6.768], [2.366, -10.228, -9.931], [0.407, 9.884, 5.295], [2.149, -7.661, -12.637], [-4.768, 5.363, 10.726], [-1.892, 8.613, -5.177], [-7.109, -5.230, 1.331], [-5.695, -4.895, -3.047], [8.671, -3.003, -4.377], [-3.739, -6.888, 1.127], [1.369, -2.065, 3.319], [-4.756, -7.998, -0.478], [-6.898, -6.112, 0.725], [3.452, -9.954, -13.059], [-6.667, -3.633, -2.710], [-3.398, 8.274, 11.628], [0.655, -8.332, -13.369], [4.324, 11.159, 5.419], [8.199, -1.314, -4.816], [-1.203, 9.911, -3.005], [-4.734, 2.693, 10.065], [-2.582, 6.842, 11.381], [2.115, -10.452, -12.501], [3.350, 1.432, -7.267], [1.574, -2.536, 4.189], [9.022, -1.997, -4.609], [1.448, -1.849, 4.918], [-5.474, -5.897, 0.048], [3.987, -9.425, -12.271], [-4.249, -5.929, 1.031], [1.329, -8.372, -9.279], [11.851, -0.044, -1.933], [1.897, -8.381, -8.015], [-0.115, -9.860, -11.323], [-5.671, -4.529, -0.854], [1.574, -5.888, 7.180], [0.584, -7.416, -11.831], [0.202, -10.924, -9.438], [-6.875, -8.232, 0.661], [-0.326, -11.044, -10.384], [-1.610, 10.277, 5.886], [4.095, -2.279, 4.305], [1.286, -7.388, -9.746], [-5.350, 3.014, 12.048], [-9.057, -5.249, -3.837], [-3.541, 7.201, 11.755], [-6.661, 3.548, 10.454], [11.164, -1.843, 0.074], [10.862, 0.346, -1.691], [-6.426, 2.919, 11.903], [-1.213, 8.165, -3.580], [-0.278, 1.647, 1.341], [5.622, 5.686, -6.218], [3.612, 2.521, -6.430], [2.080, -1.267, -2.265], [2.951, -3.256, 4.225], [0.180, -7.775, -6.909], [2.907, 1.620, -8.245], [-7.608, -6.127, -0.102], [1.100, -6.525, -7.738], [1.547, -7.306, -6.188], [0.172, -1.565, -1.894], [-2.205, 8.151, 3.518], [-3.048, 7.873, -3.070], [1.354, -10.692, -13.244], [-6.091, 1.723, 9.715], [2.948, 11.384, 2.108], [-0.437, -1.167, -3.153], [0.476, 10.937, 5.569], [3.159, -8.698, -10.430], [-4.960, -4.256, 2.270], [0.990, 11.746, 3.315], [-6.217, -7.479, 2.120], [-5.023, 2.337, 7.470], [-1.171, 6.474, -4.208], [-6.707, 4.399, 13.379], [4.223, 0.833, -7.525], [4.462, 4.678, -5.969], [8.980, -1.196, -2.423], [3.457, 9.670, 3.611], [3.028, 11.947, 4.478], [1.173, -8.104, -12.438], [2.847, -4.368, 5.346], [3.087, -3.761, 3.269], [4.332, -1.831, 3.340], [-4.425, -6.754, -1.697], [8.449, -2.113, -2.168], [0.731, 9.306, 6.160], [-6.756, 2.855, 7.538], [-0.049, 1.565, -1.751], [-8.213, 3.625, 9.070], [-3.592, 9.153, 4.227], [0.536, 8.477, -3.952], [0.609, -6.601, 5.883], [1.184, -7.470, -7.202], [-1.668, 9.974, 3.897], [-5.436, -5.811, 2.942], [-3.438, -5.441, 0.490], [4.906, -2.959, 4.564], [-0.021, 10.633, 2.503], [-8.361, 2.263, 10.303], [0.983, 10.733, 2.913], [6.548, 5.619, -5.646], [3.685, 3.724, -4.212], [-7.072, 2.821, 13.925], [-8.268, 3.653, 12.895], [-7.483, -5.517, -2.295], [-5.686, 2.719, 9.535]], "largest_force_ev_per_a": 4.7, "charge": 5, "gap_ev": 7.1263, "energy_ha": -7316.48628}

***

# 2
{"formula": "C46H122N10O13", "method": "wB97M-V/def2-TZVPD", "elements": ["C", "H", "H", "H", "C", "C", "N", "H", "H", "O", "H", "H", "H", "H", "H", "H", "H", "H", "N", "H", "H", "H", "H", "H", "N", "H", "C", "H", "H", "H", "H", "H", "C", "C", "H", "H", "H", "H", "N", "C", "H", "N", "H", "O", "H", "H", "H", "C", "H", "N", "O", "H", "C", "C", "H", "H", "C", "H", "H", "C", "H", "H", "H", "H", "C", "C", "H", "H", "H", "C", "C", "H", "H", "H", "H", "H", "C", "H", "N", "H", "C", "C", "H", "O", "H", "H", "C", "C", "H", "N", "H", "H", "C", "H", "O", "H", "H", "N", "C", "H", "H", "H", "O", "H", "H", "H", "H", "H", "H", "C", "H", "C", "H", "H", "O", "C", "C", "O", "H", "C", "H", "H", "H", "C", "H", "H", "H", "H", "H", "H", "C", "H", "H", "C", "H", "H", "H", "H", "O", "H", "C", "O", "H", "H", "C", "N", "H", "H", "H", "H", "C", "H", "C", "H", "H", "O", "C", "H", "H", "H", "O", "O", "C", "H", "C", "H", "H", "H", "C", "C", "H", "H", "H", "C", "C", "H", "H", "H", "H", "C", "H", "H", "H", "C", "H", "C", "C", "H", "H", "H", "H"], "coordinates": [[-1.145, -2.655, 3.456], [3.235, -2.831, -0.927], [1.778, -4.166, -2.151], [-2.364, 3.223, -0.011], [-4.920, 3.227, 0.689], [1.707, -1.790, 6.328], [2.872, 6.667, 2.024], [-1.503, -5.315, 1.807], [-2.827, -5.715, -9.389], [3.866, 0.704, -2.752], [1.029, 3.276, 1.032], [4.936, 1.261, -6.635], [-0.280, 2.240, 6.136], [4.308, 5.694, -1.779], [5.151, -0.079, 2.186], [6.037, -0.583, -3.028], [2.879, -3.789, 1.276], [-2.235, 2.552, 4.769], [-5.103, -3.931, -1.429], [-1.704, -5.994, 0.232], [5.734, 4.150, -0.312], [0.487, -4.902, -7.087], [1.250, 3.662, -1.292], [4.200, 5.614, 4.047], [6.281, -0.350, -3.993], [3.882, 4.061, -2.455], [-2.127, -3.494, 4.279], [-3.470, 4.417, -2.746], [-3.984, -1.863, 2.487], [-3.020, -3.772, 3.721], [-1.338, 0.540, -4.549], [1.247, 0.736, 7.226], [-4.831, -1.568, -1.446], [0.192, -4.239, -0.815], [2.685, 2.454, 2.685], [0.749, 6.957, 3.516], [-0.209, -1.091, -0.566], [2.492, -1.265, 6.862], [2.202, 6.278, -3.154], [0.809, 0.395, 6.284], [-1.012, -3.175, -6.122], [-2.560, -2.742, 5.471], [-7.300, -0.224, -1.241], [-0.413, -1.179, -4.714], [-1.341, -6.362, -7.799], [-0.679, -4.553, 5.454], [1.335, 3.826, -3.001], [2.380, -2.876, 0.895], [6.339, -1.221, -4.513], [-0.676, -3.929, -5.537], [-4.304, 3.185, -0.605], [0.171, 0.436, -3.516], [-6.425, -0.025, -0.650], [-0.711, -0.091, -3.924], [3.513, -0.638, -4.243], [2.241, -0.288, -1.782], [-0.873, -0.615, 0.115], [3.179, 1.074, -4.645], [1.505, 0.524, 5.451], [2.375, 5.657, 2.959], [1.030, -4.108, -4.233], [-1.667, -0.142, -0.475], [2.474, -0.768, 1.265], [-1.980, 4.110, -3.627], [0.255, 1.384, 0.391], [1.707, -4.100, -1.060], [3.278, 4.099, 4.040], [4.773, 3.208, 0.865], [1.168, -1.848, -3.563], [-1.450, -5.022, 0.753], [-0.155, -6.700, 4.119], [3.420, 6.217, 1.297], [-5.022, -0.425, 2.110], [-4.716, -4.863, -1.334], [-0.181, -5.016, -1.473], [-1.400, -1.356, 0.679], [-0.301, -5.094, -6.348], [2.098, 7.104, 1.554], [-3.296, 1.785, -2.872], [0.211, 2.966, 3.283], [1.167, 4.381, -2.106], [3.619, 4.830, -1.690], [1.346, -3.001, 1.307], [3.634, 4.294, -0.391], [4.118, 4.562, 2.555], [2.187, 7.023, 4.679], [-3.011, -4.774, -8.874], [-1.562, -5.478, -7.143], [0.056, -5.960, -5.765], [-0.127, 2.373, 2.534], [1.713, 4.969, 2.451], [4.765, -0.425, -6.437], [3.836, 0.393, -4.109], [2.076, -1.913, 5.322], [-0.243, 0.225, 0.982], [-2.545, -4.014, -2.120], [-0.514, 1.869, -0.173], [-1.192, 0.758, 4.856], [-2.537, 2.677, -2.040], [-0.547, 6.629, 5.549], [-4.911, 2.184, 1.073], [-1.739, -1.768, 3.190], [0.969, 5.442, 4.864], [-0.334, -2.236, 4.076], [-2.480, 1.328, 2.636], [-3.722, -2.758, -0.221], [-0.187, 5.076, 6.445], [6.377, 0.280, -6.385], [-3.235, -3.923, -9.547], [0.240, -2.220, -3.934], [-0.372, -3.307, -1.082], [-1.497, -4.848, 4.792], [-6.675, 0.513, 0.295], [-3.487, -0.555, 1.482], [4.443, -1.639, 0.917], [0.219, 5.943, 5.923], [2.217, 1.757, 1.985], [-3.424, -0.238, 3.466], [2.899, 1.655, 1.154], [4.813, 3.560, -0.133], [-1.742, -2.368, 5.906], [-2.481, -2.230, -2.332], [-2.002, 4.744, -1.932], [-3.036, 2.662, -0.638], [3.191, -1.676, 2.547], [-4.341, 3.884, 1.349], [-3.830, -4.948, -8.227], [4.543, 0.495, 0.637], [-0.451, -2.468, -3.092], [-4.237, 2.180, -2.950], [-3.160, 1.136, 3.477], [-5.292, -1.568, -2.453], [0.618, -6.317, 4.792], [0.507, -3.400, -4.892], [0.117, 4.740, -2.103], [2.532, 5.842, -4.003], [6.073, -0.416, 0.655], [2.804, 1.321, -1.154], [0.504, -0.951, 6.385], [-0.588, -7.563, 4.650], [-0.467, 1.164, 6.064], [-0.125, -4.617, 0.515], [-3.076, -1.911, 5.137], [-2.941, 1.825, -3.791], [2.619, 0.735, -2.066], [2.298, -2.839, -0.552], [-2.236, -5.433, 5.354], [-5.808, 0.645, -1.234], [1.447, -2.764, 6.715], [-3.620, -3.054, -3.257], [0.873, 2.265, 1.467], [-1.515, 2.304, -1.916], [5.060, -0.366, 1.108], [1.297, -3.148, -5.606], [-3.066, 1.240, 5.644], [-1.904, -4.394, -8.029], [5.326, 0.419, -6.099], [-2.172, -4.207, 0.565], [-5.910, 3.614, 0.575], [4.907, 2.810, -0.901], [-5.765, -1.242, -0.419], [-1.042, -5.672, 3.728], [2.238, 5.446, -1.960], [-4.034, -0.787, -1.512], [-3.119, -3.088, -2.266], [-5.906, -3.836, -0.813], [2.665, 7.152, -3.046], [-1.361, -0.381, -3.086], [-2.477, 4.059, -2.653], [5.260, 0.569, -4.567], [0.265, -6.986, 3.151], [-1.383, -0.208, 4.921], [2.083, 0.757, 2.422], [-4.139, -2.888, -1.211], [3.094, -1.637, 1.439], [2.015, 6.102, -1.120], [-0.690, -3.188, 2.594], [1.110, 1.216, -0.291], [-1.080, 1.053, 6.942], [-4.047, -0.795, 2.349], [-0.263, 1.412, 2.930], [5.481, 1.578, -4.304], [2.265, -4.969, -0.662], [1.540, 6.405, 4.034], [1.884, 1.310, -2.618], [3.569, 4.935, 3.430], [-2.460, 1.476, 4.739], [-4.057, 1.768, 3.382], [0.902, 6.476, 6.623], [-2.417, -5.661, -6.479], [-3.136, 1.643, -0.326]], "largest_force_ev_per_a": 2.6, "charge": 0, "smiles": "COC[C@H](C)N.COC[C@H](C)N.COC[C@H](C)N.COC[C@H](C)N.COC[C@H](C)N.COC[C@H](C)N.COC[C@H](C)N.COCCNCCOC.COCCNCCOC.COCCNCCOC", "gap_ev": 9.3016, "energy_ha": -3351.20677}

***

Number 1 is which compound?
C46H116AsF12N8O11S2

***

Which of these has the lowest charge?
C46H122N10O13

***

Among the records above, which one has the highest charge?
C46H116AsF12N8O11S2